Entry 1:
Computed, not measured: the molecule C13H12O4 in a non-equilibrium geometry, with ωB97M-V/def2-TZVPD.

Relative energy (zero: lowest compared OMol25 entry of this formula, charge and spin): 3.305 eV
Orbital gap: 8.27 eV
LUMO level: 0.34 eV
SMILES string: CC1=C[C@]2(O)OC(C)=Cc3cc(O)cc(c32)O1
Charge: 0
Multiplicity: 1

XYZ file:
```
29
Properties=species:S:1:pos:R:3:lowdin_charge:R:1
O -0.093 2.515 3.794 0.00
O 2.408 0.832 -0.012 0.06
O 0.441 -2.110 -0.520 0.05
O -1.108 -0.777 -1.608 0.02
C -2.136 -0.608 0.633 0.02
C -2.158 -1.141 -0.728 -0.24
C 2.338 0.376 -1.291 -0.31
C 1.251 -0.322 -1.690 0.05
C 1.264 1.552 1.924 0.07
C -1.115 0.890 2.344 0.05
C 0.095 1.622 2.740 -0.23
C 1.277 0.846 0.758 -0.21
C -1.040 0.084 1.182 -0.18
C 0.146 0.168 0.387 0.01
C -3.244 -2.042 -1.294 -0.03
C 3.446 0.877 -2.123 -0.03
C 0.163 -0.753 -0.871 -0.43
H -0.780 2.234 4.468 0.13
H -0.338 -2.478 -0.076 0.10
H -2.859 -0.734 1.345 0.08
H 1.352 -0.667 -2.713 0.13
H 2.246 2.002 2.070 0.13
H -2.093 1.135 2.822 0.13
H -2.884 -2.910 -1.861 0.08
H -3.902 -2.340 -0.451 0.08
H -3.798 -1.310 -2.080 0.14
H 3.567 1.996 -1.837 0.12
H 4.370 0.172 -2.097 0.12
H 3.186 0.894 -3.216 0.09
```

***

Entry 2:
Computed, not measured: a structure of composition C25H31CuGeIN5O3, with ωB97M-V/def2-TZVPD.

Expectation value of S²: 0.755
Relative energy (zero: lowest compared OMol25 entry of this formula, charge and spin): 0.474 eV
Orbital gap (alpha / beta): 7.60 / 5.89 eV
LUMO level (alpha / beta): -3.79 / -5.42 eV
Charge: +1
Multiplicity: 2

XYZ file:
```
67
Properties=species:S:1:pos:R:3:lowdin_charge:R:1
Cu -0.437 -0.483 0.566 0.38
C 2.600 0.321 3.838 -0.01
C 1.715 1.456 3.431 -0.26
N 1.895 2.630 3.976 0.15
C 1.094 3.656 3.627 -0.07
C 0.064 3.554 2.733 -0.14
C -0.751 4.776 2.388 -0.20
O -2.148 4.603 2.601 -0.06
C -0.165 2.288 2.122 -0.06
C -1.252 2.155 1.191 0.00
N -1.486 1.135 0.434 0.01
C -2.582 1.148 -0.470 -0.31
C -3.031 2.325 -1.066 -0.01
C -4.089 2.303 -1.958 -0.04
C -4.709 1.108 -2.288 -0.05
C -4.260 -0.079 -1.729 -0.13
C -3.204 -0.044 -0.835 -0.57
I -2.529 -1.868 -0.041 1.27
C 0.682 1.226 2.470 -0.25
O 0.585 0.013 1.983 -0.11
H 3.373 0.693 4.503 0.09
H 3.062 -0.152 2.970 0.07
H 2.024 -0.454 4.347 0.09
H 1.316 4.604 4.101 0.12
H -0.644 5.025 1.329 0.13
H -0.369 5.628 2.954 0.13
H -2.316 4.576 3.549 0.11
H -1.946 2.990 1.150 0.12
H -2.535 3.259 -0.846 0.12
H -4.422 3.228 -2.407 0.12
H -5.532 1.091 -2.988 0.12
H -4.731 -1.017 -1.987 0.11
C 2.201 -4.552 -2.641 -0.10
C 1.664 -3.221 -3.145 -0.28
C 0.244 -2.952 -2.663 -0.29
C -0.403 -1.708 -3.281 -0.29
Ge 0.526 -0.039 -2.922 0.97
C 2.220 0.335 -3.789 -0.29
C 2.128 0.121 -5.303 -0.28
C 1.006 0.919 -5.957 -0.30
C 0.943 0.703 -7.462 -0.10
H 3.230 -4.712 -2.960 0.08
H 1.601 -5.384 -3.014 0.08
H 2.187 -4.588 -1.550 0.07
H 1.684 -3.198 -4.239 0.11
H 2.327 -2.421 -2.800 0.08
H 0.255 -2.867 -1.572 0.07
H -0.380 -3.821 -2.893 0.12
H -1.432 -1.580 -2.938 0.03
H -0.453 -1.813 -4.369 0.08
H -0.402 1.179 -2.803 0.01
H 2.985 -0.312 -3.356 0.07
H 2.488 1.368 -3.556 0.08
H 1.987 -0.943 -5.516 0.10
H 3.081 0.397 -5.761 0.12
H 1.139 1.982 -5.735 0.12
H 0.038 0.638 -5.517 0.08
H 1.868 1.029 -7.937 0.08
H 0.123 1.260 -7.913 0.07
H 0.803 -0.352 -7.700 0.08
O 0.991 -0.312 -1.091 -0.39
N 1.724 0.777 -0.651 0.07
C 2.811 0.417 -0.087 -0.28
C 3.193 -0.966 0.048 -0.14
N 3.485 -2.071 0.137 0.24
C 3.645 1.446 0.468 -0.14
N 4.308 2.262 0.926 0.23
```

***

Entry 3:
Computed, not measured: a structure of composition C4H14AgN4O4 in a non-equilibrium geometry, with ωB97M-V/def2-TZVPD.

Relative energy (zero: lowest compared OMol25 entry of this formula, charge and spin): 2.328 eV
Orbital gap: 5.06 eV
LUMO level: 2.33 eV
Charge: -1
Multiplicity: 1

XYZ file:
```
27
Properties=species:S:1:pos:R:3:lowdin_charge:R:1
Ag -6.363 37.197 -11.727 0.74
C -5.295 34.067 -12.934 -0.46
O -4.947 35.050 -12.025 -0.45
H -4.721 33.150 -12.807 0.03
H -6.364 33.852 -12.947 0.02
H -5.087 34.217 -13.993 0.01
C -6.062 39.877 -10.033 -0.41
O -5.536 38.544 -9.756 -0.50
H -6.866 40.293 -9.426 0.02
H -5.391 40.701 -10.272 0.02
H -6.662 39.919 -10.942 -0.01
C -9.303 38.187 -12.955 -0.80
O -8.404 37.941 -12.299 0.04
N -9.084 38.570 -14.190 0.18
N -10.583 37.959 -12.643 0.17
H -8.192 38.425 -14.639 0.08
H -9.806 38.902 -14.813 0.10
H -11.292 38.013 -13.361 0.10
H -10.725 37.911 -11.644 0.12
C -6.081 37.520 -15.663 -0.88
O -5.827 37.782 -14.535 0.06
N -5.829 38.337 -16.646 0.16
N -6.890 36.624 -16.001 0.18
H -5.344 39.178 -16.365 0.12
H -5.928 38.111 -17.625 0.10
H -6.884 35.972 -15.230 0.13
H -7.198 36.369 -16.928 0.12
```

***

Entry 4:
Computed, not measured: a structure of composition C27H20Cl3O6P2S3Tc in a non-equilibrium geometry, with ωB97M-V/def2-TZVPD.

Expectation value of S²: 1.182
Orbital gap (alpha / beta): 6.89 / 7.58 eV
LUMO level (alpha / beta): 1.17 / 2.25 eV
Charge: -1
Multiplicity: 2

XYZ file:
```
62
Properties=species:S:1:pos:R:3:lowdin_charge:R:1
Tc 0.979 -2.717 -1.500 1.27
S 2.696 -2.062 0.283 0.36
P 1.145 -0.831 0.697 0.53
C 0.262 -0.908 -0.834 -0.53
P -0.530 0.381 -1.802 0.43
S -0.189 0.384 -3.718 0.33
C -2.311 0.099 -1.477 -0.35
C -2.754 -0.334 -0.231 -0.10
C -4.106 -0.537 -0.006 -0.07
C -5.021 -0.302 -1.022 -0.09
C -4.583 0.142 -2.263 -0.08
C -3.229 0.335 -2.492 -0.10
C -0.274 2.056 -1.117 -0.33
C 0.913 2.716 -1.430 -0.09
C 1.087 4.038 -1.055 -0.08
C 0.078 4.713 -0.380 -0.10
C -1.106 4.061 -0.077 -0.09
C -1.285 2.735 -0.445 -0.08
C 0.221 -1.690 2.012 -0.35
C 0.814 -1.745 3.274 -0.10
C 0.221 -2.480 4.285 -0.09
C -0.960 -3.169 4.037 -0.09
C -1.539 -3.126 2.779 -0.06
C -0.952 -2.389 1.759 -0.10
C 1.669 0.705 1.508 -0.35
C 0.765 1.421 2.288 -0.09
C 1.193 2.549 2.967 -0.08
C 2.519 2.950 2.878 -0.09
C 3.411 2.247 2.082 -0.08
C 2.988 1.125 1.387 -0.09
H -2.034 -0.520 0.556 0.08
H -4.447 -0.889 0.960 0.10
H -6.075 -0.479 -0.850 0.10
H -5.295 0.328 -3.057 0.10
H -2.866 0.654 -3.460 0.06
H 1.686 2.180 -1.964 0.09
H 2.006 4.551 -1.309 0.10
H 0.211 5.750 -0.097 0.10
H -1.902 4.588 0.435 0.10
H -2.217 2.232 -0.221 0.10
H 1.750 -1.227 3.444 0.11
H 0.681 -2.524 5.264 0.10
H -1.419 -3.757 4.823 0.10
H -2.447 -3.679 2.573 0.11
H -1.392 -2.403 0.770 0.06
H -0.262 1.082 2.370 0.11
H 0.492 3.115 3.568 0.10
H 2.852 3.823 3.426 0.10
H 4.439 2.579 2.003 0.10
H 3.658 0.556 0.753 0.08
O -2.141 -3.705 -0.987 -0.32
S -0.946 -4.418 -1.371 0.31
O -1.082 -5.830 -1.555 -0.29
O 0.168 -4.087 -0.349 -0.50
O -0.307 -3.741 -2.598 -0.46
Cl 5.495 -0.280 -3.393 0.58
C 3.889 -0.581 -4.087 -1.51
Cl 3.965 -2.014 -5.110 0.60
Cl 3.437 0.816 -5.071 0.58
C 2.880 -0.757 -2.886 -0.85
O 2.934 0.080 -2.005 -0.06
O 2.168 -1.813 -2.961 -0.27
```